Density functional theory data (ωB97M-V/def2-TZVPD) for a molecular structure, C15H23F9NO3P2Tb in a non-equilibrium geometry.

```
! RIJCOSX wB97M-V def2-TZVPD def2/J DEFGRID3
* xyz 2 7
Tb -0.7642 -0.5204 -0.1154
P 1.4556 -2.1094 -0.7435
P -1.6637 2.1160 0.0249
F -2.7070 -0.3755 3.1613
F 0.9608 0.5511 5.0882
F -0.1072 -2.0474 5.0907
F 2.0639 -0.1620 3.3208
F -1.2622 -2.6260 3.3092
F 0.8659 1.6488 3.1805
F -1.6981 1.5284 3.5028
F 0.9083 -2.4835 3.1911
F -1.8198 0.0576 5.1300
O -2.3992 -0.8408 -1.8164
O -0.3362 -0.4364 1.8905
O -1.6711 -3.1016 -1.4591
N 0.6290 0.6731 -1.6688
C -3.3309 2.8010 0.1831
C 1.4381 -3.2387 -2.1774
C -0.3187 -0.4312 3.2754
C 1.9071 0.3986 -2.0217
C -0.1937 -1.9050 3.7469
C 0.5938 2.5214 -3.1922
C 1.9145 2.2635 -3.5409
C 2.5793 1.1944 -2.9408
C 2.5773 -2.9641 0.4044
C -0.5989 3.5144 0.4584
C 0.9041 0.4081 3.7390
C -1.6444 0.1948 3.7941
C -1.4525 1.9314 -1.8069
C -0.0162 1.7193 -2.2426
C 2.6040 -0.7912 -1.3949
H -3.3023 3.8892 0.0349
H 3.4083 -3.4494 -0.1282
H -2.3355 -3.6875 -1.0369
H 2.4234 2.8872 -4.2693
H -1.1517 4.4523 0.3131
H 0.9441 -2.7623 -3.0353
H -3.6821 2.5751 1.2005
H -1.9102 2.8016 -2.2911
H -4.0140 2.3365 -0.5406
H 0.0197 3.3390 -3.6270
H -2.1926 -1.9434 -1.8844
H 0.8914 -4.1598 -1.9301
H 3.2768 -1.2578 -2.1362
H -1.0209 -2.8065 -0.7057
H 3.6116 0.9409 -3.1810
H 2.4672 -3.4990 -2.4630
H -3.0149 -0.6123 -2.5329
H 2.9788 -2.2501 1.1367
H 2.0070 -3.7242 0.9532
H -2.0453 0.9699 -2.0805
H 3.2240 -0.4603 -0.5409
H 0.3175 3.5233 -0.1441
H -0.3179 3.4088 1.5181
*
```

calculated total energy = -89019.37183 eV
HOMO energy (alpha / beta) = -15.643 / -15.590 eV
energy above the lowest of the compared OMol25 structures with the same formula, charge and spin = 0.000 eV
LUMO level (alpha / beta) = -7.38 / -7.05 eV

The computed Mulliken charges, all in e, follow: number 1, Tb, carries 0.156; number 2, P, carries 0.874; number 3, P, carries 1.058; number 4, F, carries -0.241; number 5, F, carries -0.216; number 6, F, carries -0.199; number 7, F, carries -0.216; number 8, F, carries -0.251; number 9, F, carries -0.171; number 10, F, carries -0.218; number 11, F, carries -0.198; number 12, F, carries -0.208; number 13, O, carries -0.682; number 14, O, carries -0.377; number 15, O, carries -0.558; number 16, N, carries 0.490; number 17, C, carries -1.383; number 18, C, carries -1.368; number 19, C, carries 0.684; number 20, C, carries 0.552; number 21, C, carries 0.446; number 22, C, carries -0.944; number 23, C, carries -0.549; number 24, C, carries -0.947; number 25, C, carries -1.388; number 26, C, carries -1.216; number 27, C, carries 0.437; number 28, C, carries 0.487; number 29, C, carries -0.759; number 30, C, carries 0.806; number 31, C, carries -1.166; number 32, H, carries 0.441; number 33, H, carries 0.461; number 34, H, carries 0.387; number 35, H, carries 0.461; number 36, H, carries 0.456; number 37, H, carries 0.369; number 38, H, carries 0.392; number 39, H, carries 0.602; number 40, H, carries 0.397; number 41, H, carries 0.506; number 42, H, carries 0.341; number 43, H, carries 0.429; number 44, H, carries 0.613; number 45, H, carries 0.346; number 46, H, carries 0.505; number 47, H, carries 0.492; number 48, H, carries 0.277; number 49, H, carries 0.401; number 50, H, carries 0.378; number 51, H, carries -0.156; number 52, H, carries 0.488; number 53, H, carries 0.347; number 54, H, carries 0.333